No. 1
An isolated molecule of C8H19N3, computed with wB97M-V/def2-TZVPD.

molar mass: 157.3 g mol⁻¹
orbital gap: 9.376 eV
SMILES string: [H]/N=N/N(C(C)(C)C)C(C)(C)C
highest occupied orbital energy: -8.5 eV
calculated total energy: -13070.4018 eV
ΔE to the lowest compared entry with this formula, charge and spin: 72.7 kcal per mole
LUMO: 0.03092 hartree

Geometry as ORCA input:
```
! RIJCOSX wB97M-V def2-TZVPD def2/J DEFGRID3
* xyz 0 1
H -0.698 -2.656 -2.291
N -0.081 -1.844 -1.903
N -0.805 -1.211 -1.104
N -0.267 -0.241 -0.417
C 1.156 0.044 -0.526
C 1.548 1.317 0.141
C 1.943 -1.089 0.055
C 1.573 0.163 -2.030
C -1.175 0.179 0.673
C -1.550 1.623 0.564
C -2.514 -0.620 0.342
C -0.745 -0.171 2.108
H 1.317 1.387 1.194
H 2.618 1.454 -0.005
H 1.064 2.057 -0.350
H 1.419 -1.883 -0.519
H 1.824 -1.203 1.201
H 2.947 -0.780 -0.045
H 1.449 -0.750 -2.572
H 1.127 1.108 -2.452
H 2.597 0.497 -2.189
H -1.082 2.303 1.406
H -1.061 2.087 -0.371
H -2.604 1.594 0.502
H -2.259 -1.681 0.579
H -2.832 -0.243 -0.621
H -3.166 -0.321 1.176
H -0.663 -1.269 2.258
H 0.362 0.130 2.246
H -1.443 0.018 2.949
*
```

Results of the Löwdin charge analysis, in e, for atoms 1 through 6: 0.10 0.01 -0.09 -0.05 -0.58 -0.05


No. 2
An isolated molecule of C2H9B2NO3, computed with wB97M-V/def2-TZVPD.

molar mass: 116.7 g mol⁻¹
orbital gap: 9.313 eV
SMILES string: CB(O)NOB(C)O
highest occupied orbital energy: -8.9 eV
calculated total energy: -11207.7241 eV
ΔE to the lowest compared entry with this formula, charge and spin: 5.7 kcal per mole
LUMO: 0.01627 hartree

Geometry as ORCA input:
```
! RIJCOSX wB97M-V def2-TZVPD def2/J DEFGRID3
* xyz 0 1
C 2.962 -0.804 0.320
B 1.900 0.218 -0.258
O 2.077 1.405 -1.007
N 0.618 -0.278 -0.033
O -0.474 0.557 -0.138
B -1.786 0.067 -0.211
C -3.107 0.995 0.214
O -1.991 -1.280 -0.163
H 3.268 -1.412 -0.449
H 2.459 -1.436 1.096
H 3.838 -0.349 0.681
H 3.023 1.760 -0.980
H 0.356 -1.407 0.163
H -3.005 1.441 1.155
H -4.043 0.330 0.229
H -3.257 1.858 -0.357
H -2.838 -1.664 -0.263
*
```

Results of the Löwdin charge analysis, in e, for atoms 1 through 6: -0.01 -0.59 0.10 0.08 0.06 -0.53


Q: calculated total energy of number 1 (C8H19N3)?
A: -13070.4018 eV


Q: The highest calculated total energy belongs to which entry?
A: C2H9B2NO3


Q: Number 2 is which compound?
A: C2H9B2NO3


Please write out number 1 again, unchanged.
An isolated molecule of C8H19N3, computed with wB97M-V/def2-TZVPD.

molar mass: 157.3 g mol⁻¹
orbital gap: 9.376 eV
SMILES string: [H]/N=N/N(C(C)(C)C)C(C)(C)C
highest occupied orbital energy: -8.5 eV
calculated total energy: -13070.4018 eV
ΔE to the lowest compared entry with this formula, charge and spin: 72.7 kcal per mole
LUMO: 0.03092 hartree

Geometry as ORCA input:
```
! RIJCOSX wB97M-V def2-TZVPD def2/J DEFGRID3
* xyz 0 1
H -0.698 -2.656 -2.291
N -0.081 -1.844 -1.903
N -0.805 -1.211 -1.104
N -0.267 -0.241 -0.417
C 1.156 0.044 -0.526
C 1.548 1.317 0.141
C 1.943 -1.089 0.055
C 1.573 0.163 -2.030
C -1.175 0.179 0.673
C -1.550 1.623 0.564
C -2.514 -0.620 0.342
C -0.745 -0.171 2.108
H 1.317 1.387 1.194
H 2.618 1.454 -0.005
H 1.064 2.057 -0.350
H 1.419 -1.883 -0.519
H 1.824 -1.203 1.201
H 2.947 -0.780 -0.045
H 1.449 -0.750 -2.572
H 1.127 1.108 -2.452
H 2.597 0.497 -2.189
H -1.082 2.303 1.406
H -1.061 2.087 -0.371
H -2.604 1.594 0.502
H -2.259 -1.681 0.579
H -2.832 -0.243 -0.621
H -3.166 -0.321 1.176
H -0.663 -1.269 2.258
H 0.362 0.130 2.246
H -1.443 0.018 2.949
*
```

Results of the Löwdin charge analysis, in e, for atoms 1 through 6: 0.10 0.01 -0.09 -0.05 -0.58 -0.05